# 1
Formula: C24H19FO6S
Source: the Open Molecules 2025 dataset
Level of theory: the ωB97M-V functional and the def2-TZVPD basis

Structure (XYZ):
```
51
Properties=species:S:1:pos:R:3:lowdin_charge:R:1
S 1.40 2.79 0.35 0.97
F 0.68 7.35 0.46 0.09
O 3.68 -3.88 0.70 0.10
O 0.90 4.09 1.28 -0.29
O -0.45 6.67 2.23 0.18
O 1.57 1.75 1.32 -0.36
O 0.09 2.36 -0.54 -0.32
O -0.73 -3.93 3.72 0.10
C -0.24 -6.17 2.13 0.00
C 3.15 -1.60 2.23 0.00
C -1.44 1.47 -3.53 -0.02
C -2.65 1.75 -4.15 -0.04
C 2.66 -3.87 1.36 -0.28
C 1.73 -5.04 1.33 -0.08
C 1.16 -7.20 0.47 -0.06
C 2.82 -0.49 3.00 -0.07
C 2.31 -2.71 2.22 -0.08
C 0.06 6.38 1.19 -0.38
C 0.41 2.24 -1.95 -0.19
C -3.31 2.94 -3.94 -0.27
C 0.26 -3.90 3.01 -0.28
C 0.04 -7.24 1.29 -0.06
C -4.66 3.24 -4.58 -0.05
C -2.76 3.92 -3.12 -0.03
C 0.60 -5.06 2.14 -0.08
C 1.65 -0.49 3.75 -0.06
C 0.09 5.00 0.54 -0.18
C -1.55 3.65 -2.51 -0.04
C -0.90 2.44 -2.71 -0.21
C 1.15 -2.71 2.99 -0.08
C 0.82 -1.60 3.75 0.00
C 2.01 -6.11 0.49 0.00
H -1.11 4.41 -1.87 0.10
H -1.12 -6.20 2.76 0.12
H -4.62 3.16 -5.68 0.08
H 4.05 -1.60 1.64 0.12
H -3.13 1.01 -4.79 0.12
H 0.81 1.24 -2.17 0.13
H 2.88 -6.09 -0.15 0.12
H -0.08 -1.60 4.35 0.12
H -4.94 4.27 -4.33 0.07
H 1.37 -8.04 -0.19 0.11
H -5.47 2.61 -4.18 0.08
H 1.15 2.99 -2.27 0.12
H 0.52 5.11 -0.47 0.11
H -0.93 0.52 -3.68 0.12
H -0.61 -8.10 1.28 0.11
H -0.95 4.66 0.42 0.13
H 3.47 0.37 3.00 0.11
H 1.39 0.38 4.34 0.11
H -3.24 4.87 -2.92 0.12
```

energy above the lowest of the compared OMol25 structures with the same formula, charge and spin	10.1	kcal/mol
F_max	0.03371	Eh/bohr
HOMO-LUMO gap	8.78	eV

=====

# 2
Formula: C15H19ClMnN3O3PS2
Source: the Open Molecules 2025 dataset
Level of theory: the ωB97M-V functional and the def2-TZVPD basis

Structure (XYZ):
```
45
Properties=species:S:1:pos:R:3:lowdin_charge:R:1
Mn -0.63 0.46 -0.48 0.46
Cl -0.05 -6.57 -2.06 0.71
S -3.08 0.80 -0.39 0.73
S -0.99 2.30 -1.84 0.72
P 0.09 2.01 1.20 0.97
O -0.36 -0.73 -1.93 -0.18
O -0.35 -0.96 0.82 -0.15
O -3.61 2.73 -1.99 -0.16
N 1.36 2.36 3.57 -0.14
N -0.81 3.47 3.31 -0.14
N 1.16 4.32 2.12 -0.14
C -0.14 -4.85 -1.97 -0.66
C -0.10 4.64 2.79 -0.17
C -2.66 2.01 -1.48 -1.18
C -0.18 -4.10 -3.16 -0.05
C -0.17 -4.22 -0.76 -0.04
C 0.95 3.60 0.87 -0.30
C -0.30 -2.03 -1.92 -0.30
C -0.25 -2.73 -3.14 0.02
C -0.25 -2.80 -0.71 -0.12
C 0.09 2.73 4.20 -0.17
C -3.34 3.74 -2.99 -0.04
C 1.17 1.35 2.54 -0.29
C -1.31 2.62 2.23 -0.29
C -0.26 -2.19 0.56 -0.11
C 2.01 3.56 3.05 -0.17
H -0.15 -4.62 -4.10 0.12
H -0.41 1.83 4.56 0.13
H -4.25 3.82 -3.57 0.11
H 0.12 5.30 3.63 0.14
H 0.31 3.37 5.05 0.14
H -2.01 3.18 1.60 0.10
H 2.14 1.06 2.12 0.10
H -3.12 4.68 -2.48 0.11
H -0.17 -2.85 1.43 0.15
H -0.28 -2.16 -4.06 0.13
H -2.51 3.45 -3.63 0.07
H 0.34 4.21 0.19 0.08
H 2.93 3.28 2.55 0.13
H -1.86 1.77 2.64 0.10
H -0.75 5.17 2.09 0.13
H -0.13 -4.78 0.16 0.12
H 1.90 3.41 0.37 0.10
H 0.71 0.45 2.96 0.09
H 2.25 4.21 3.89 0.14
```

energy above the lowest of the compared OMol25 structures with the same formula, charge and spin	0.5	kcal/mol
F_max	0.00463	Eh/bohr
2S+1	5
HOMO-LUMO gap (alpha / beta)	6.41 / 7.35	eV
net charge	+1

=====

# 3
Formula: C21H56N7O11P
Source: the Open Molecules 2025 dataset
Level of theory: the ωB97M-V functional and the def2-TZVPD basis

Structure (XYZ):
```
96
Properties=species:S:1:pos:R:3:lowdin_charge:R:1
P 1.08 -0.32 0.69 0.26
O -2.70 -3.83 -7.71 0.22
O 3.83 3.16 -2.76 -0.06
O -0.64 -2.32 4.09 0.01
O 1.43 0.30 -0.70 -0.12
O 4.53 -1.39 3.79 0.12
O -0.57 1.66 -2.40 0.00
O 2.15 0.18 1.63 -0.29
O 1.10 -1.83 0.37 -0.04
O 5.25 1.92 1.68 0.19
O -0.38 0.09 1.08 -0.08
O -3.21 -0.07 3.55 0.01
N -2.85 -2.56 3.67 0.03
N 3.44 3.88 -4.88 0.01
N -3.78 -5.72 -7.09 0.11
N 2.74 -0.90 5.22 0.10
N -4.27 1.55 4.67 0.03
N -1.55 3.51 -3.31 0.07
N 3.97 2.20 -0.22 0.03
C -5.43 -5.65 -6.81 0.12
C -2.47 0.49 5.81 0.02
C -4.07 -3.04 2.87 0.00
C -1.63 -4.63 3.63 0.04
C 1.88 -1.23 6.40 0.02
C -4.72 2.26 5.82 -0.08
C 4.58 1.00 -0.83 0.00
C -2.05 3.89 -1.94 0.00
C -2.84 -4.55 -6.82 -0.44
C 3.56 -3.26 4.96 0.06
C -1.63 -3.00 3.75 -0.50
C 4.31 2.87 -5.60 0.00
C 3.56 -1.76 4.65 -0.29
C -3.32 0.60 4.59 -0.48
C -0.33 1.84 -4.74 0.03
C 3.37 4.04 -3.56 -0.44
C -2.55 -4.40 -5.37 0.03
C 4.50 2.60 1.07 -0.47
C 2.48 5.28 -3.11 0.03
C 4.03 3.96 1.39 0.04
C -0.81 2.42 -3.39 -0.48
H 4.32 -0.46 3.34 0.19
H 3.61 2.33 -6.20 0.07
H 1.07 -1.88 6.12 0.08
H 4.71 4.37 2.16 0.12
H -5.85 -6.46 -7.33 0.08
H 3.86 -3.61 5.99 0.13
H 1.74 5.23 -3.95 0.07
H -1.43 -4.92 2.55 0.10
H -3.13 3.77 -1.79 0.10
H -1.92 4.01 -4.09 0.12
H -3.48 -3.89 -5.04 0.12
H -1.09 -0.22 1.67 0.10
H -2.57 -4.97 4.06 0.08
H 4.41 0.21 -0.07 0.11
H -2.12 -0.55 5.93 0.08
H 4.11 2.88 -1.07 0.16
H -4.75 -3.32 3.72 0.12
H -4.48 -2.12 2.37 0.10
H 5.00 3.13 -6.38 0.09
H 0.56 -2.45 0.84 0.08
H 2.95 2.14 0.01 0.16
H -1.40 3.37 -1.31 0.05
H -1.08 4.93 -6.57 0.44
H -1.70 -3.67 -5.43 0.12
H -2.92 0.76 6.73 0.06
H 5.59 1.17 -0.95 0.08
H 2.94 6.28 -3.09 0.10
H -5.44 1.71 6.45 0.11
H -2.83 -1.53 3.87 0.06
H 2.93 0.07 5.11 0.15
H 0.68 0.61 -1.32 0.09
H 2.94 4.52 -5.56 0.17
H 3.87 4.54 0.50 0.09
H 4.69 2.33 -4.72 0.09
H -3.56 -6.57 -6.60 0.16
H -4.45 1.88 3.71 0.17
H -5.81 -4.63 -7.24 0.15
H -3.76 -5.93 -8.10 0.18
H -3.88 -3.75 2.06 0.09
H 1.49 -0.28 6.75 0.10
H -3.94 2.72 6.56 0.13
H -5.53 -5.69 -5.78 0.05
H -0.59 2.50 -5.55 0.04
H 2.48 -1.74 7.13 0.09
H 0.79 1.72 -4.70 0.10
H 4.10 -3.83 4.24 0.09
H -0.70 0.80 -4.82 0.10
H 2.51 -3.54 4.81 0.10
H -0.90 -5.00 4.29 0.05
H -1.50 1.07 5.63 0.13
H 4.11 0.89 -1.84 0.12
H -5.27 3.14 5.52 0.09
H -2.00 5.01 -1.72 0.12
H 1.95 5.03 -2.23 0.05
H -2.37 -5.17 -4.66 0.09
H 3.08 3.88 1.86 0.09
```

F_max	0.09484	Eh/bohr
HOMO-LUMO gap	1.20	eV
net charge	+4

=====

# 4
Formula: C24H41Be2ClF5InLiO11S
Source: the Open Molecules 2025 dataset
Level of theory: the ωB97M-V functional and the def2-TZVPD basis

Structure (XYZ):
```
87
Properties=species:S:1:pos:R:3:lowdin_charge:R:1
In -2.05 -0.59 -1.55 0.89
Cl -3.16 -0.77 -6.17 -0.38
S -4.13 -0.12 7.99 0.80
F -3.98 -3.04 -0.50 0.02
F -4.89 1.44 -0.87 -0.13
F -2.34 -0.52 1.59 -0.13
F -1.20 -2.39 0.75 -0.05
F -4.71 -1.23 0.89 -0.15
O -8.39 0.97 -0.95 -0.23
O -0.28 -2.85 -2.93 -0.23
O 1.38 -4.50 -2.71 0.06
O 3.04 3.67 -1.97 0.12
O 4.30 -0.41 -1.16 0.08
O -5.01 -3.95 9.49 -0.32
O 9.34 -0.84 0.44 0.10
O -4.24 1.35 8.25 -0.58
O 4.75 5.05 -2.36 0.08
O 4.74 2.33 -3.59 0.02
O 4.90 3.75 -0.65 0.03
C -5.10 -0.48 6.52 -0.32
C -1.53 1.61 -1.15 -0.19
C -3.73 -2.30 0.68 -0.24
C -4.45 0.77 -3.30 -0.28
C 4.17 4.08 -1.61 -0.77
C 1.07 -3.34 -3.11 -0.41
C -5.45 1.44 -2.21 -0.18
C 2.25 -2.48 -3.77 -0.02
C -5.24 -0.95 9.15 -0.28
C 6.30 0.68 -0.58 0.04
C 2.32 1.74 0.31 -0.22
C 4.12 1.67 -4.56 -0.23
C -3.93 -0.68 -2.78 -0.29
C -0.33 1.58 -0.08 -0.28
C 7.56 0.57 -0.17 0.03
C 3.23 1.09 2.65 -0.13
C 6.07 -1.83 -0.54 0.02
C 5.46 -0.51 -0.79 -0.37
C 1.13 1.74 -0.76 -0.19
C -2.31 -1.53 0.52 -0.32
C 8.18 -0.75 0.08 -0.39
C 7.34 -1.94 -0.14 0.02
C -0.20 -1.41 -2.65 -0.27
C 2.17 0.66 1.48 -0.25
Be -4.30 -1.45 -8.28 0.18
Be -4.62 -0.78 3.09 0.67
Li -1.00 -2.49 -4.88 0.70
H 7.80 -2.90 0.05 0.12
H -3.59 1.52 -3.45 0.09
H 3.07 0.32 3.49 0.07
H 2.40 2.80 0.73 0.12
H 5.44 -2.70 -0.71 0.12
H -6.45 0.89 -2.20 0.10
H -2.45 2.20 -0.81 0.05
H 1.93 -1.87 -4.68 0.08
H -4.58 -4.44 10.19 -0.10
H -3.73 -2.91 1.64 0.14
H 0.67 -1.22 -1.91 0.07
H 3.34 0.95 -4.25 0.09
H -0.47 2.31 0.80 0.13
H -3.89 -1.46 -3.64 -0.02
H 5.54 5.08 -1.79 0.11
H -5.28 -2.02 8.91 0.00
H 2.99 2.15 2.99 0.08
H -1.09 1.99 -2.14 0.06
H -6.11 -0.08 6.62 0.06
H 2.58 -1.71 -2.97 0.09
H -7.95 0.48 -0.26 -0.08
H 3.19 -3.10 -3.99 0.10
H 4.27 0.98 2.17 0.07
H 3.32 1.51 -0.21 0.08
H -4.77 -1.05 -2.07 0.04
H 1.31 0.82 -1.44 0.10
H -4.85 -0.82 10.16 0.05
H 4.75 1.04 -5.21 0.13
H 1.19 2.71 -1.39 0.10
H -6.24 -0.51 9.09 0.06
H -5.07 0.69 -4.26 0.09
H 2.46 -0.40 1.19 0.10
H 0.02 -0.78 -3.60 0.07
H 3.57 2.27 -5.31 0.10
H -0.32 0.53 0.39 0.07
H 5.83 1.65 -0.77 0.10
H -5.68 2.54 -2.47 0.12
H -4.61 -0.02 5.66 -0.05
H -5.14 -1.56 6.37 0.05
H 8.19 1.44 -0.01 0.12
H 1.15 0.64 2.00 0.10
```

F_max	0.09919	Eh/bohr
HOMO-LUMO gap	1.15	eV
net charge	-1

=====

Please write out number 1 again, unchanged.
Formula: C24H19FO6S
Source: the Open Molecules 2025 dataset
Level of theory: the ωB97M-V functional and the def2-TZVPD basis

Structure (XYZ):
```
51
Properties=species:S:1:pos:R:3:lowdin_charge:R:1
S 1.40 2.79 0.35 0.97
F 0.68 7.35 0.46 0.09
O 3.68 -3.88 0.70 0.10
O 0.90 4.09 1.28 -0.29
O -0.45 6.67 2.23 0.18
O 1.57 1.75 1.32 -0.36
O 0.09 2.36 -0.54 -0.32
O -0.73 -3.93 3.72 0.10
C -0.24 -6.17 2.13 0.00
C 3.15 -1.60 2.23 0.00
C -1.44 1.47 -3.53 -0.02
C -2.65 1.75 -4.15 -0.04
C 2.66 -3.87 1.36 -0.28
C 1.73 -5.04 1.33 -0.08
C 1.16 -7.20 0.47 -0.06
C 2.82 -0.49 3.00 -0.07
C 2.31 -2.71 2.22 -0.08
C 0.06 6.38 1.19 -0.38
C 0.41 2.24 -1.95 -0.19
C -3.31 2.94 -3.94 -0.27
C 0.26 -3.90 3.01 -0.28
C 0.04 -7.24 1.29 -0.06
C -4.66 3.24 -4.58 -0.05
C -2.76 3.92 -3.12 -0.03
C 0.60 -5.06 2.14 -0.08
C 1.65 -0.49 3.75 -0.06
C 0.09 5.00 0.54 -0.18
C -1.55 3.65 -2.51 -0.04
C -0.90 2.44 -2.71 -0.21
C 1.15 -2.71 2.99 -0.08
C 0.82 -1.60 3.75 0.00
C 2.01 -6.11 0.49 0.00
H -1.11 4.41 -1.87 0.10
H -1.12 -6.20 2.76 0.12
H -4.62 3.16 -5.68 0.08
H 4.05 -1.60 1.64 0.12
H -3.13 1.01 -4.79 0.12
H 0.81 1.24 -2.17 0.13
H 2.88 -6.09 -0.15 0.12
H -0.08 -1.60 4.35 0.12
H -4.94 4.27 -4.33 0.07
H 1.37 -8.04 -0.19 0.11
H -5.47 2.61 -4.18 0.08
H 1.15 2.99 -2.27 0.12
H 0.52 5.11 -0.47 0.11
H -0.93 0.52 -3.68 0.12
H -0.61 -8.10 1.28 0.11
H -0.95 4.66 0.42 0.13
H 3.47 0.37 3.00 0.11
H 1.39 0.38 4.34 0.11
H -3.24 4.87 -2.92 0.12
```

energy above the lowest of the compared OMol25 structures with the same formula, charge and spin	10.1	kcal/mol
F_max	0.03371	Eh/bohr
HOMO-LUMO gap	8.78	eV

=====

Q: Which formula does entry 1 have?
A: C24H19FO6S

=====

Q: Among the records above, which one has the lowest F_max?
A: C15H19ClMnN3O3PS2